No. 1
{"formula": "C3H10N2O2", "method": "ωB97M-V/def2-TZVPD", "species": ["N", "C", "C", "N", "C", "O", "H", "H", "H", "H", "H", "H", "H", "H", "O", "H", "H"], "coordinates": [[1.6751, 0.9262, -1.9170], [0.9140, 0.6665, -0.6952], [-0.4717, 0.1075, -1.0860], [-0.9888, -0.8206, -0.0909], [-1.9906, -0.5078, 0.7790], [-2.0359, -0.8326, 1.9427], [2.5993, 1.2862, -1.6787], [1.2501, 1.7202, -2.3826], [1.4589, 0.0440, 0.0155], [0.6780, 1.5778, -0.1169], [-0.4042, -0.3924, -2.0537], [-1.1485, 0.9441, -1.1959], [-0.2939, -1.4836, 0.2166], [-2.8152, -0.0078, 0.2532], [0.8401, -0.9057, 2.4945], [-0.0708, -0.5730, 2.5385], [0.8042, -1.7491, 2.9770]], "atomic_forces_ev_per_a": [[0.416, 0.432, 0.302], [-0.764, 0.684, 0.227], [0.317, -0.577, -0.155], [0.087, 0.122, 0.013], [0.351, -0.239, -0.817], [-0.177, -0.190, 0.373], [-0.102, -0.315, 0.043], [-0.166, -0.073, -0.251], [-0.032, -0.375, -0.378], [0.351, -0.028, -0.048], [0.127, -0.003, -0.019], [-0.387, 0.090, -0.039], [0.034, 0.082, 0.524], [-0.077, 0.503, 0.237], [0.006, -0.338, 0.212], [0.022, -0.261, 0.007], [-0.005, 0.485, -0.231]], "smiles": "NCCNC=O.O", "charge": 0, "spin_multiplicity": 1, "lumo_energy_ev": 0.905}



No. 2
{"formula": "C3H10N2O2", "method": "ωB97M-V/def2-TZVPD", "species": ["C", "C", "O", "H", "H", "H", "H", "H", "H", "C", "O", "N", "N", "H", "H", "H", "H"], "coordinates": [[1.6994, 0.4860, 0.1711], [1.8216, 1.5548, -0.8970], [1.5209, 0.8036, 1.3857], [-0.0370, 0.5732, 1.3870], [2.2155, -0.4656, -0.0559], [0.2981, 0.0151, -0.1127], [1.0698, 2.3306, -0.7437], [2.8087, 2.0201, -0.8189], [1.7083, 1.1365, -1.8988], [-1.6236, -1.9923, 0.0890], [-0.9437, -1.2862, 1.0902], [-0.7579, 0.1793, 0.6666], [-1.7662, 0.8073, 0.2203], [-2.6205, 0.2686, 0.0863], [-2.7088, -1.8374, 0.0964], [-1.2626, -1.5402, -0.8975], [-1.4223, -3.0536, 0.2319]], "atomic_forces_ev_per_a": [[0.337, 0.333, 0.562], [-0.239, -0.062, 0.013], [-0.048, -0.168, -0.515], [-0.087, 0.203, 0.136], [-0.219, -0.004, 0.058], [-0.617, -0.081, 0.059], [0.027, -0.012, 0.017], [-0.032, -0.066, 0.021], [0.051, 0.003, 0.046], [0.090, 1.296, -1.647], [0.492, 1.480, 0.562], [-0.781, -1.971, -0.896], [0.638, 0.562, 0.727], [0.508, -0.340, -0.007], [0.002, -0.077, 0.245], [-0.336, -1.271, 0.792], [0.212, 0.176, -0.174]], "charge": 0, "spin_multiplicity": 1, "lumo_energy_ev": [-0.196, -0.196]}



No. 3
{"formula": "C3H10N2O2", "method": "ωB97M-V/def2-TZVPD", "species": ["C", "N", "C", "O", "H", "H", "H", "H", "H", "N", "C", "O", "H", "H", "H", "H", "H"], "coordinates": [[2.5084, 0.1292, -0.2944], [1.1915, 0.2215, 0.3022], [0.3353, 1.3591, 0.0978], [-0.4223, 1.7969, 0.9473], [2.3759, -0.0499, -1.3636], [3.0514, -0.7086, 0.1454], [3.0748, 1.0550, -0.1662], [0.9831, -0.2737, 1.1635], [0.5736, 1.8751, -0.8451], [-1.6677, -1.1587, 0.9481], [-1.3730, -0.8047, -0.4106], [-2.4199, -0.0337, -0.9739], [-1.8117, -0.3012, 1.4787], [-2.5272, -1.7029, 0.9854], [-1.3162, -1.7153, -1.0197], [-0.1493, -0.5217, -0.4577], [-2.4069, 0.8333, -0.5372]], "atomic_forces_ev_per_a": [[-0.296, 0.203, -0.377], [-0.885, 2.150, 0.817], [2.303, -0.336, 1.929], [0.236, -0.923, -1.350], [0.321, -0.094, -0.055], [-0.090, 0.161, -0.080], [0.142, -0.162, 0.062], [0.236, 0.185, -0.077], [-0.330, -0.107, -0.108], [0.234, -0.079, 0.389], [2.320, -1.323, -0.585], [0.694, 0.870, -0.319], [0.039, -0.231, 0.086], [0.147, 0.200, 0.070], [-0.565, -0.062, 0.164], [-4.457, -0.220, -0.388], [-0.047, -0.231, -0.177]], "smiles": "CNC=O.NCO", "charge": 0, "spin_multiplicity": 1, "lumo_energy_ev": 0.790}



No. 4
{"formula": "C3H10N2O2", "method": "ωB97M-V/def2-TZVPD", "species": ["C", "C", "C", "N", "N", "O", "O", "H", "H", "H", "H", "H", "H", "H", "H", "H", "H"], "coordinates": [[0.1521, -0.6210, -0.2008], [0.1431, 0.6451, 0.4807], [-2.6589, -0.0313, 0.0252], [1.8846, 0.4398, 1.1001], [0.8952, -0.8778, -1.2855], [-1.4918, 0.3903, -0.6108], [2.7975, 0.6737, 0.0001], [3.1024, 1.5742, 0.1611], [2.0934, -0.5299, 1.3494], [-0.1828, -1.4935, 0.3536], [0.8968, -1.8075, -1.6732], [1.3975, -0.1114, -1.7103], [0.3318, 1.5602, -0.0598], [-0.3299, 0.6827, 1.4509], [-2.9681, 0.6210, 0.8588], [-2.5670, -1.0530, 0.4424], [-3.4960, -0.0617, -0.6820]], "atomic_forces_ev_per_a": [[-1.172, 0.632, -1.203], [4.471, -0.863, 1.371], [-0.008, -0.291, 0.065], [-0.974, 0.982, 0.079], [-0.801, 0.281, 0.825], [-0.215, -1.013, -0.373], [-0.466, 0.019, 0.016], [-0.010, -0.151, 0.094], [-0.262, 0.118, -0.184], [-0.286, 0.126, -0.184], [0.104, 0.311, -0.106], [0.051, -0.342, -0.056], [-0.204, -0.096, -0.029], [-0.301, 0.126, -0.220], [0.143, 0.040, -0.059], [-0.053, 0.126, -0.024], [-0.016, -0.004, -0.013]], "charge": 0, "spin_multiplicity": 1, "lumo_energy_ev": 0.804}



No. 5
{"formula": "C3H10N2O2", "method": "ωB97M-V/def2-TZVPD", "species": ["N", "C", "C", "C", "N", "O", "H", "H", "H", "H", "H", "H", "H", "H", "O", "H", "H"], "coordinates": [[-2.9480, 0.4248, -0.1971], [-1.9271, -0.6068, -0.1900], [-0.5494, 0.0734, -0.1732], [0.5936, -0.9180, -0.1347], [1.8425, -0.3775, -0.0103], [0.3968, -2.1166, -0.2502], [-2.9085, 1.0529, -0.9867], [-3.8952, 0.0899, -0.1268], [-2.0052, -1.1335, 0.7585], [-1.9468, -1.2624, -1.0610], [-0.5019, 0.7664, 0.6737], [-0.4535, 0.7229, -1.0517], [2.5654, -1.0726, 0.0211], [1.8497, 0.5379, 0.4108], [2.2916, 2.5729, 0.7294], [2.1118, 3.1665, -0.0136], [2.5232, 3.1758, 1.4433]], "atomic_forces_ev_per_a": [[-0.249, 0.563, 0.252], [0.712, 0.756, -0.011], [-0.450, 0.325, 0.056], [-0.162, -0.355, -0.195], [-1.380, -0.250, -0.222], [0.198, 0.190, -0.066], [0.170, -0.119, -0.150], [0.002, -0.286, 0.008], [-0.194, -0.493, -0.256], [-0.159, -0.388, 0.241], [0.066, -0.131, 0.067], [0.141, -0.170, -0.075], [0.443, 0.330, 0.362], [0.896, 0.053, -0.019], [-0.061, 0.381, -0.202], [0.020, -0.272, 0.092], [0.005, -0.134, 0.118]], "smiles": "NCCC(N)=O.O", "charge": 0, "spin_multiplicity": 1, "lumo_energy_ev": 0.439}



No. 6
{"formula": "C3H10N2O2", "method": "ωB97M-V/def2-TZVPD", "species": ["N", "C", "C", "N", "C", "O", "H", "H", "H", "H", "H", "H", "H", "H", "H", "H", "O"], "coordinates": [[-2.2968, -1.3017, -0.6804], [-1.7364, -0.9598, 0.6460], [-0.2803, -1.4334, 0.7564], [0.6829, -0.4434, 0.3991], [2.0692, -0.7294, 0.2550], [-0.0384, -2.5427, 1.1393], [-2.3739, -0.4627, -1.2737], [-1.5808, -1.8442, -1.1910], [-1.8878, 0.0669, 0.9938], [-2.2574, -1.5615, 1.4119], [0.2644, 0.2452, -0.2099], [2.6599, -0.3445, 1.0836], [2.3011, -1.8023, 0.2408], [2.5485, -0.3061, -0.7038], [0.6142, 3.8782, -0.4237], [1.0298, 5.0206, -1.3917], [0.2817, 4.5209, -1.0518]], "atomic_forces_ev_per_a": [[3.114, 1.664, 0.411], [-3.121, -0.447, 0.273], [3.754, 1.533, -0.726], [-3.567, -1.935, -0.069], [2.782, -0.331, -1.006], [-0.017, 0.194, -0.051], [-0.666, -0.210, 0.326], [-1.107, -0.823, 0.139], [0.160, 0.054, -0.678], [0.358, -0.028, -0.317], [0.179, 0.356, 0.270], [-0.163, 0.257, 0.098], [-0.508, 0.142, -0.063], [-1.221, -0.421, 1.367], [0.320, 0.176, 0.075], [0.093, -0.093, 0.142], [-0.390, -0.088, -0.191]], "charge": 1, "spin_multiplicity": 2, "lumo_energy_ev": [-3.977, -9.562], "s_squared": 0.759}



No. 7
{"formula": "C3H10N2O2S", "method": "ωB97M-V/def2-TZVPD", "species": ["N", "C", "O", "N", "C", "C", "S", "H", "H", "H", "H", "H", "H", "H", "H", "O", "H", "H"], "coordinates": [[-1.7395, 0.2289, 1.1649], [-1.3982, -0.0391, -0.2416], [-2.4124, -0.2317, -0.9688], [-0.2088, -0.0729, -0.9271], [1.0543, -0.0193, -0.1338], [1.7126, -1.3108, 0.2028], [0.6315, -2.1439, 1.5518], [-2.6460, 0.1426, 1.4498], [-1.2770, 0.8547, 1.7156], [-0.2607, -0.5285, -1.8584], [0.7581, 0.6809, 0.7258], [1.7211, 0.5689, -0.8903], [2.8446, -1.3614, 0.4063], [1.9313, -2.0100, -0.5803], [-0.5048, -2.5850, 1.0859], [0.1407, 2.8582, -1.0900], [0.0886, 2.0112, -1.3603], [-0.4355, 2.9571, -0.2523]], "atomic_forces_ev_per_a": [[3.654, -1.522, -4.121], [-5.737, -0.146, -1.313], [1.817, -0.069, 1.573], [1.056, -0.505, 2.449], [0.524, 2.919, -2.601], [0.153, -1.699, 1.217], [2.791, 0.418, 1.015], [-2.923, -0.475, -0.291], [2.058, 1.642, 1.449], [-0.144, 0.460, 1.253], [1.162, -1.314, -1.006], [-0.534, -0.723, 1.781], [-1.726, 1.107, 1.380], [-1.424, -0.333, -1.340], [-0.607, -0.025, -1.405], [-0.860, 5.287, 3.507], [-0.644, -4.588, -1.254], [1.386, -0.433, -2.293]], "smiles": "NC(=O)NCCS.O", "charge": 0, "spin_multiplicity": 1, "lumo_energy_ev": 0.514}



In the order shown, the computed F_max values come out to 1.1, 2.3, 4.5, 4.8, 1.4, 4.1, 6.4 eV/Å.
In the order shown, the computed relative energy (zero: lowest compared OMol25 entry of this formula, charge and spin) values come out to 112.0, 724.2, 258.2, 628.4, 56.4, 232.4, 277.8 kJ/mol.